1.
DFT (ωB97M-V/def2-TZVPD) results for a 12-piece molecular cluster, C21H69N21O12 overall at a distorted geometry.

XYZ file:
```
123
Properties=species:S:1:pos:R:3:mulliken_charge:R:1
C -2.03 3.92 -1.36 -0.7647
O -0.88 4.57 -1.94 -0.2018
C -1.36 5.31 -3.10 -0.7698
C -0.32 6.33 -3.47 0.6893
C -0.16 7.38 -2.32 -1.3744
N -0.71 7.16 -4.60 -0.7387
H -2.85 4.57 -1.08 0.4305
H -1.70 3.33 -0.50 -0.0515
H -2.39 3.12 -2.01 0.2659
H -1.66 4.65 -3.91 0.0839
H -2.30 5.79 -2.80 0.3730
H 0.63 5.86 -3.72 0.2434
H -1.06 7.99 -2.22 0.4119
H 0.47 8.21 -2.64 0.4339
H 0.26 6.96 -1.41 0.2055
H -0.70 6.60 -5.44 0.2424
H 0.02 7.84 -4.75 0.2786
C -0.76 -1.95 1.28 0.2836
O -0.99 -0.82 0.45 0.0240
C 0.04 -0.46 -0.43 -0.9247
C -0.44 0.61 -1.40 2.5520
C -1.57 0.02 -2.27 -1.7696
N 0.57 1.22 -2.30 -0.4546
H -0.47 -2.78 0.64 -0.2684
H -1.60 -2.24 1.92 0.3053
H 0.06 -1.62 1.92 -0.0724
H 0.87 -0.09 0.20 -0.0369
H 0.65 -1.25 -0.87 -0.0505
H -0.93 1.40 -0.82 -1.2595
H -2.37 -0.44 -1.70 0.2565
H -1.14 -0.83 -2.81 0.3018
H -2.01 0.82 -2.86 0.5359
H 1.01 1.99 -1.81 0.3522
H -0.02 1.76 -2.92 0.2444
C 0.18 2.37 6.58 -0.6579
O 0.08 2.89 5.26 -0.4511
C 1.27 2.75 4.48 -0.3216
C 1.63 1.31 4.17 0.5683
C 2.77 1.11 3.17 -0.5268
N 0.41 0.58 3.78 -0.0538
H 1.14 2.67 7.01 0.3278
H 0.15 1.28 6.70 0.2069
H -0.67 2.69 7.18 0.2842
H 0.99 3.25 3.56 -0.4186
H 2.13 3.28 4.90 0.5665
H 1.89 0.91 5.16 0.2605
H 2.66 0.16 2.66 -0.2936
H 3.69 1.30 3.73 0.4857
H 2.68 1.88 2.40 0.1399
H -0.38 1.03 4.23 0.3597
H 0.26 0.80 2.80 -0.4247
N 0.87 -3.96 -1.84 0.1185
C -0.24 -4.67 -2.06 0.4290
N -0.47 -4.89 -3.38 -0.4503
O -1.01 -4.96 -1.14 -0.7277
H 1.11 -3.89 -0.86 -0.2315
H 1.31 -3.49 -2.60 0.1380
H 0.27 -4.64 -4.01 0.1331
H -1.17 -5.57 -3.61 0.2690
N 2.38 -5.61 2.52 -0.2404
C 1.74 -6.29 1.56 0.5553
N 0.51 -5.78 1.29 -0.1547
O 2.20 -7.28 0.99 -0.7411
H 1.92 -4.93 3.11 0.0611
H 3.32 -5.90 2.73 0.1850
H 0.31 -4.94 1.81 0.1069
H 0.10 -5.86 0.37 0.1892
N 0.49 4.43 0.81 -0.1336
C 1.68 4.10 0.20 0.3552
N 1.67 4.27 -1.14 -0.3996
O 2.66 3.68 0.81 -0.6681
H -0.13 5.12 0.44 0.2022
H 0.27 4.10 1.73 0.0798
H 2.36 3.82 -1.70 0.2303
H 0.70 4.44 -1.45 0.6714
N -2.69 1.52 1.54 -0.0879
C -3.86 0.81 1.48 0.3972
N -3.66 -0.47 1.19 -0.2402
O -4.92 1.31 1.84 -0.7261
H -1.88 1.08 1.12 -0.1231
H -2.61 2.46 1.90 0.1553
H -4.50 -0.99 0.99 0.1859
H -2.74 -0.87 1.08 0.4194
N 1.72 -2.39 3.57 -0.1484
C 0.81 -2.94 4.43 0.5597
N 0.24 -2.01 5.19 -0.3050
O 0.59 -4.15 4.50 -0.7206
H 1.84 -1.40 3.64 0.0427
H 2.08 -2.97 2.81 -0.0303
H -0.43 -2.31 5.88 0.2114
H 0.30 -1.01 5.01 0.2089
N -2.95 1.16 -5.67 -0.3650
C -4.30 1.18 -5.86 0.6548
N -4.74 2.45 -6.08 -0.3804
O -5.08 0.26 -5.80 -0.6254
H -2.37 1.97 -5.81 0.1581
H -2.52 0.27 -5.50 0.1940
H -4.07 3.20 -5.94 0.1382
H -5.72 2.63 -6.16 0.2150
N 2.70 -1.44 -3.65 -0.3722
C 3.72 -0.76 -3.15 0.6416
N 3.49 0.52 -2.85 -0.3306
O 4.82 -1.31 -2.97 -0.7132
H 2.91 -2.40 -3.88 0.2055
H 1.87 -0.91 -3.87 0.1562
H 4.17 1.14 -2.46 0.1923
H 2.53 0.83 -2.91 0.2061
N -4.00 -6.50 2.34 -0.4340
C -3.18 -5.71 1.63 0.5489
N -2.90 -6.16 0.40 -0.3601
O -2.69 -4.68 2.11 -0.6194
H -4.19 -6.23 3.29 0.2526
H -4.38 -7.35 1.98 0.1335
H -3.08 -7.13 0.20 0.2075
H -2.23 -5.59 -0.11 0.4681
N 4.69 -3.75 0.25 -0.4524
C 3.72 -2.83 0.50 0.5318
N 4.20 -1.59 0.38 -0.3423
O 2.54 -3.06 0.77 -0.1249
H 4.35 -4.70 0.27 0.2510
H 5.64 -3.48 0.09 0.1471
H 5.19 -1.43 0.29 0.1645
H 3.63 -0.82 0.68 0.0497
```

Summary:
Kohn-Sham gap = 8.389 eV
E_LUMO = -0.407 eV
energy above the lowest of the compared OMol25 structures with the same formula, charge and spin = 43.60 kcal per mole

---

2.
DFT (ωB97M-V/def2-TZVPD) results for a 8-piece molecular cluster, C48H120N8O16 overall at a distorted geometry.

XYZ file:
```
192
Properties=species:S:1:pos:R:3:mulliken_charge:R:1
C -8.80 8.32 -7.64 -0.8370
O -7.42 7.72 -7.62 -0.3062
C -7.05 7.15 -8.83 -0.6292
C -5.99 6.12 -8.50 -0.6408
N -4.93 6.73 -7.74 -0.2810
C -3.95 5.83 -7.25 -0.8703
C -2.96 6.42 -6.27 -0.3954
O -3.52 6.80 -5.03 -0.3234
C -2.56 7.36 -4.08 -0.8199
H -9.42 8.48 -6.76 0.3177
H -9.47 7.58 -8.07 0.3014
H -8.76 9.14 -8.35 0.3271
H -6.86 7.84 -9.65 0.3711
H -7.93 6.63 -9.21 0.4003
H -5.62 5.67 -9.43 0.3221
H -6.57 5.34 -8.01 0.3395
H -5.27 7.29 -6.97 0.2681
H -3.51 5.41 -8.16 0.3479
H -4.51 4.93 -7.02 0.4539
H -2.48 7.20 -6.86 0.3255
H -2.25 5.62 -6.10 0.3612
H -1.64 6.85 -3.82 0.3086
H -2.98 7.58 -3.09 0.2967
H -2.28 8.34 -4.45 0.3638
C -0.85 -2.70 -5.68 -0.7829
O -1.64 -3.27 -4.68 -0.2419
C -3.02 -3.07 -4.89 -1.0956
C -3.55 -1.70 -4.74 -0.1411
N -3.93 -1.32 -3.39 -0.2889
C -4.26 0.05 -3.26 -1.1647
C -3.18 1.10 -3.19 0.7354
O -2.39 1.09 -4.32 -0.2856
C -1.45 2.13 -4.52 -0.5303
H 0.16 -3.08 -5.47 0.3234
H -0.80 -1.62 -5.57 0.0775
H -1.26 -2.84 -6.68 0.3784
H -3.40 -3.70 -4.08 0.3181
H -3.38 -3.45 -5.85 0.5176
H -4.54 -1.71 -5.19 0.2826
H -2.94 -0.99 -5.30 0.2141
H -3.13 -1.59 -2.84 0.1826
H -4.73 0.00 -2.28 0.3719
H -5.01 0.38 -3.99 0.4717
H -2.51 0.86 -2.37 -0.4776
H -3.75 2.01 -2.99 0.3563
H -0.91 2.20 -5.47 0.3720
H -0.73 2.31 -3.73 -0.0284
H -2.12 2.99 -4.53 0.2756
C 4.72 -8.13 0.81 -1.0278
O 5.40 -6.86 0.95 -0.0444
C 6.68 -6.78 0.29 -0.6054
C 7.43 -5.49 0.80 -0.6870
N 7.72 -5.57 2.25 -0.3544
C 6.59 -5.25 3.10 0.1080
C 7.05 -4.75 4.59 -0.6201
O 7.07 -5.99 5.31 -0.2954
C 7.27 -5.61 6.74 -0.7833
H 4.81 -8.45 -0.23 0.4143
H 3.69 -8.19 1.14 0.3062
H 5.31 -8.87 1.35 0.3212
H 6.28 -6.65 -0.71 0.4328
H 7.30 -7.68 0.20 0.4130
H 6.83 -4.60 0.62 0.1802
H 8.32 -5.29 0.20 0.3499
H 7.91 -6.55 2.39 0.2652
H 5.95 -6.12 3.25 0.2441
H 6.03 -4.45 2.61 -0.0497
H 6.20 -4.13 4.86 0.2909
H 8.01 -4.25 4.50 0.3459
H 6.42 -5.15 7.24 0.2799
H 7.97 -4.78 6.82 0.3264
H 7.76 -6.50 7.13 0.2781
C 6.39 2.25 -1.10 -0.8935
O 5.17 2.29 -0.37 -0.2119
C 4.88 3.57 0.33 -1.0891
C 3.55 3.55 1.01 -0.0432
N 3.57 2.59 2.09 -0.4735
C 2.25 2.43 2.70 0.6606
C 1.68 3.82 3.18 -0.9667
O 0.92 4.51 2.19 0.0017
C 0.25 5.63 2.77 -0.9627
H 6.33 2.93 -1.95 0.3568
H 6.68 1.29 -1.52 0.2600
H 7.28 2.59 -0.57 0.3282
H 4.83 4.32 -0.47 0.4416
H 5.63 3.75 1.10 0.4182
H 2.85 3.30 0.21 -0.2265
H 3.16 4.52 1.32 0.5627
H 3.89 1.77 1.59 0.3009
H 2.39 1.78 3.56 -0.0534
H 1.71 1.95 1.89 -0.3069
H 2.51 4.36 3.62 0.4457
H 1.11 3.57 4.07 0.4786
H 1.07 6.35 2.85 0.3349
H -0.08 5.42 3.78 0.3513
H -0.57 6.03 2.18 0.2307
C -2.67 -1.75 5.37 -0.4543
O -3.53 -1.11 4.44 -0.4192
C -3.02 0.14 3.98 -0.3221
C -3.82 0.69 2.78 -0.5120
N -3.16 1.67 1.94 0.3864
C -3.80 1.87 0.59 0.1715
C -5.12 2.73 0.77 -0.8671
O -4.81 4.12 1.18 -0.2435
C -6.03 4.88 1.18 -0.8103
H -3.23 -2.52 5.89 0.3348
H -2.34 -1.17 6.23 -0.0164
H -2.02 -2.25 4.65 0.3733
H -1.99 -0.09 3.70 0.2621
H -3.07 0.91 4.75 0.2490
H -4.72 1.20 3.12 0.3288
H -4.12 -0.23 2.27 0.4402
H -3.05 2.62 2.24 0.4395
H -4.18 0.99 0.08 0.1682
H -3.25 2.34 -0.22 -0.4845
H -5.86 2.37 1.49 0.4772
H -5.55 2.56 -0.22 0.5418
H -6.58 4.66 0.27 0.3402
H -5.81 5.94 1.28 0.2615
H -6.75 4.59 1.94 0.3342
C 3.14 -1.12 7.87 -0.8035
O 2.19 -1.29 6.88 -0.4062
C 1.94 -0.26 5.86 -0.7229
C 0.44 0.16 5.83 0.3677
N 0.10 1.29 6.73 -0.3016
C -0.80 1.02 7.94 -0.7230
C -0.10 0.03 8.97 -0.2766
O -0.87 0.03 10.15 -0.4102
C -0.18 -0.76 11.15 -0.7659
H 2.92 -1.86 8.64 0.2735
H 2.94 -0.16 8.35 0.3615
H 4.16 -1.13 7.49 0.3212
H 2.23 -0.71 4.91 0.1358
H 2.63 0.58 5.85 0.4621
H -0.31 -0.63 5.91 -0.1575
H 0.21 0.48 4.82 0.1721
H -0.32 2.00 6.15 0.2078
H -1.80 0.78 7.58 0.2420
H -1.08 1.91 8.49 0.4631
H 0.90 0.41 9.15 0.2207
H 0.05 -1.01 8.67 0.3899
H -0.03 -1.82 10.93 0.3082
H -0.84 -0.73 12.01 0.2896
H 0.86 -0.44 11.23 0.3202
C 3.44 -1.95 1.50 -0.5253
O 2.49 -1.84 0.44 -0.3628
C 2.95 -1.34 -0.86 -0.6866
C 1.74 -0.60 -1.46 -1.3915
N 1.52 0.62 -0.75 0.2743
C 0.41 1.35 -1.35 -1.1569
C 0.18 2.76 -0.72 -0.2333
O -1.04 3.18 -1.30 0.1860
C -1.47 4.48 -0.93 -0.8968
H 4.05 -1.08 1.72 0.3275
H 4.11 -2.75 1.17 0.1285
H 2.92 -2.12 2.44 0.1691
H 3.34 -2.14 -1.48 0.3992
H 3.71 -0.56 -0.81 0.3409
H 0.98 -1.37 -1.60 0.5934
H 1.90 -0.16 -2.44 0.7109
H 1.37 0.27 0.19 0.1905
H -0.55 0.84 -1.35 0.4247
H 0.62 1.42 -2.42 0.2700
H 0.93 3.56 -0.76 0.3669
H -0.05 2.56 0.32 0.0259
H -2.52 4.49 -1.22 0.3695
H -1.02 5.06 -1.74 0.3552
H -1.29 4.83 0.09 0.0601
C 2.76 -5.41 0.25 -0.7722
O 1.62 -4.87 -0.54 -0.4798
C 1.88 -4.98 -1.96 -0.8144
C 0.80 -4.35 -2.84 -1.1167
N -0.02 -5.24 -3.64 -0.3356
C -0.90 -5.99 -2.67 -0.4959
C -2.17 -6.33 -3.50 -0.4098
O -2.24 -7.63 -4.20 -0.4817
C -1.26 -8.00 -5.17 -0.7199
H 2.66 -5.40 1.34 0.4281
H 3.70 -4.94 -0.06 0.2060
H 2.88 -6.44 -0.09 0.3668
H 1.92 -6.05 -2.18 0.4897
H 2.85 -4.48 -2.06 0.5555
H 1.12 -3.38 -3.24 0.5831
H 0.17 -3.73 -2.21 0.3854
H -0.72 -4.71 -4.15 0.6746
H -1.22 -5.28 -1.90 0.4975
H -0.43 -6.88 -2.26 0.3387
H -2.24 -5.66 -4.36 0.1362
H -2.99 -6.26 -2.79 0.3714
H -0.25 -7.63 -5.02 0.2571
H -1.48 -7.61 -6.17 0.2684
H -1.19 -9.08 -5.31 0.3048
```

Summary:
spin multiplicity = 2
Kohn-Sham gap (alpha / beta) = 7.052 / 2.163 eV
E_LUMO (alpha / beta) = -2.648 / -7.537 eV
charge = +1
<S²> = 0.754
energy above the lowest of the compared OMol25 structures with the same formula, charge and spin = 164.19 kcal per mole

---

3.
DFT (ωB97M-V/def2-TZVPD) results for a 2-piece molecular cluster, C34H24Cl2O2 overall at a distorted geometry.

XYZ file:
```
62
Properties=species:S:1:pos:R:3:mulliken_charge:R:1
Cl 1.71 3.15 -6.10 -0.1784
C 0.91 2.88 -4.61 0.4508
C 1.55 3.21 -3.40 -0.9689
C 0.88 3.07 -2.21 0.0291
C -0.47 2.59 -2.14 0.9726
C -1.10 2.49 -0.87 -0.1390
C -2.46 2.80 -0.60 0.6757
C -2.85 2.95 0.77 -0.4041
C -4.16 3.25 1.13 -0.7721
C -5.14 3.38 0.13 0.4212
Cl -6.77 3.67 0.56 -0.1593
C -4.78 3.31 -1.22 -1.0364
C -3.46 3.05 -1.59 -0.2735
C -1.08 2.23 -3.38 -0.0915
C -0.40 2.37 -4.59 -1.0758
H 2.58 3.57 -3.43 0.4259
H 1.37 3.33 -1.27 0.2532
H -0.46 2.37 0.00 -0.0515
H -2.08 2.86 1.54 0.4467
H -4.43 3.39 2.17 0.4068
H -5.54 3.47 -1.99 0.3969
H -3.20 3.08 -2.64 0.5966
H -2.07 1.78 -3.39 0.5351
H -0.87 2.06 -5.52 0.3905
C -0.72 -4.05 -2.17 -0.5179
C -1.21 -2.75 -2.13 -0.5608
C -0.66 -1.81 -1.25 -0.3089
C 0.33 -2.19 -0.32 -0.0441
C 0.83 -1.23 0.68 0.6122
C 1.43 -0.01 0.16 -0.1226
C 2.45 0.73 0.98 0.3408
C 3.60 0.03 1.34 -0.1545
C 4.65 0.70 1.96 -0.6860
C 4.57 2.08 2.18 -0.4953
C 3.43 2.79 1.76 -0.8758
C 2.37 2.12 1.15 -0.0933
O 1.21 0.35 -1.01 -0.7532
C 0.88 -1.55 2.11 0.4475
C 0.44 -2.93 2.59 0.1754
C -0.80 -3.44 2.22 0.0016
C -1.24 -4.67 2.70 -0.7250
C -0.44 -5.38 3.60 -0.4059
C 0.81 -4.87 3.98 -0.5339
C 1.24 -3.63 3.51 -0.4690
O 1.23 -0.75 2.99 -0.7329
C 0.86 -3.49 -0.41 0.0354
C 0.31 -4.43 -1.29 -0.6685
H -1.15 -4.78 -2.85 0.3627
H -2.03 -2.44 -2.76 0.3628
H -1.01 -0.78 -1.25 0.3901
H 3.65 -1.04 1.11 0.4236
H 5.52 0.13 2.28 0.3717
H 5.38 2.60 2.69 0.3591
H 3.35 3.87 1.93 0.3935
H 1.47 2.65 0.81 0.3298
H -1.41 -2.86 1.53 0.4165
H -2.21 -5.07 2.38 0.3776
H -0.78 -6.34 4.00 0.3610
H 1.46 -5.44 4.66 0.3451
H 2.19 -3.20 3.83 0.4123
H 1.69 -3.77 0.25 0.3908
H 0.66 -5.46 -1.26 0.3875
```

Summary:
Kohn-Sham gap = 2.841 eV
E_LUMO = -3.469 eV
energy above the lowest of the compared OMol25 structures with the same formula, charge and spin = 0.00 kcal per mole

---

4.
DFT (ωB97M-V/def2-TZVPD) results for a 2-piece molecular cluster, C2H2N3O overall at a distorted geometry.

XYZ file:
```
8
Properties=species:S:1:pos:R:3:mulliken_charge:R:1
C 0.44 -0.81 -0.06 0.3455
C -0.78 -0.47 0.02 0.2767
N 1.56 -1.24 0.08 -0.4418
N 2.49 1.16 -0.15 0.4116
N -1.90 0.16 0.06 -0.2866
O 2.89 0.18 0.18 0.0992
H -2.87 -0.16 -0.07 0.2967
H -1.82 1.17 -0.05 0.2988
```

Summary:
Kohn-Sham gap (alpha / beta) = 6.898 / 6.900 eV
E_LUMO (alpha / beta) = -6.690 / -6.689 eV
charge = +1
energy above the lowest of the compared OMol25 structures with the same formula, charge and spin = 115.16 kcal per mole

---

5.
DFT (ωB97M-V/def2-TZVPD) results for C15H14IrN5O13S3 as an isolated structure.

XYZ file:
```
51
Properties=species:S:1:pos:R:3:mulliken_charge:R:1
Ir -0.42 -0.65 0.58 2.8021
O -0.18 1.35 1.12 -0.6482
S -1.66 1.69 1.10 1.1734
O -2.13 2.39 2.23 -0.5988
O -2.24 0.30 0.89 -0.6491
C -1.95 2.65 -0.35 0.5442
C -2.22 3.99 -0.10 -0.6957
C -2.38 4.87 -1.17 -0.6770
C -2.26 4.41 -2.46 -0.6366
C -1.99 3.07 -2.71 -0.5693
C -1.84 2.18 -1.66 -0.3482
S -1.64 0.47 -2.16 1.5583
O -1.21 0.47 -3.52 -0.7369
O -0.47 -0.08 -1.33 -0.7786
O -2.86 -0.21 -1.83 -0.6501
H -2.31 4.33 0.92 0.5487
H -2.60 5.91 -0.97 0.4174
H -2.37 5.09 -3.30 0.4201
H -1.89 2.70 -3.72 0.5309
O 6.53 0.78 3.38 -0.5996
N 5.44 0.60 3.86 1.0541
O 5.13 0.76 5.02 -0.5964
C 4.38 0.13 2.94 -0.6607
C 4.68 -0.05 1.60 -0.4903
C 3.68 -0.49 0.77 -0.2761
C 2.35 -0.70 1.19 1.2219
O 1.47 -1.00 0.28 -0.8624
C 2.12 -0.53 2.58 0.0548
C 3.13 -0.11 3.44 -0.4456
N 0.87 -0.86 3.22 1.1563
O 0.82 -0.93 4.41 -0.5565
O -0.19 -1.13 2.56 -0.7554
N 4.03 -0.71 -0.65 1.0088
O 4.74 0.11 -1.17 -0.5623
O 3.58 -1.71 -1.17 -0.5492
H 5.67 0.15 1.22 0.6233
H 2.93 0.02 4.50 0.6749
C -4.06 -2.62 -0.19 -0.9419
N -3.16 -2.94 -1.30 -0.1798
C -1.85 -2.84 -1.26 0.4348
S -1.06 -2.77 0.33 -0.3973
N -1.11 -2.89 -2.34 -0.0696
C 0.36 -2.94 -2.38 -0.8733
H -5.05 -2.99 -0.45 0.3758
H -4.10 -1.54 -0.03 0.3225
H -3.73 -3.12 0.72 0.3698
H -3.59 -2.91 -2.22 0.2600
H -1.58 -2.83 -3.23 0.2728
H 0.72 -3.72 -1.70 0.3457
H 0.79 -1.98 -2.11 0.2406
H 0.65 -3.20 -3.39 0.3936
```

Summary:
spin multiplicity = 2
Kohn-Sham gap (alpha / beta) = 7.922 / 6.155 eV
E_LUMO (alpha / beta) = -4.974 / -6.698 eV
charge = +1
<S²> = 0.755
energy above the lowest of the compared OMol25 structures with the same formula, charge and spin = 0.00 kcal per mole

---

6.
DFT (ωB97M-V/def2-TZVPD) results for a 2-piece molecular cluster, C3H9N overall at a distorted geometry.

XYZ file:
```
13
Properties=species:S:1:pos:R:3:mulliken_charge:R:1
C 1.19 1.87 0.03 -0.7963
C 0.69 0.74 0.52 0.0886
C 1.17 -0.63 0.19 -0.8054
H 0.72 2.74 0.50 0.2312
H 1.59 2.13 -0.94 0.2955
H -0.12 0.89 1.23 0.3033
H 0.40 -1.40 0.14 0.1676
H 1.81 -1.03 0.97 0.2565
H 1.66 -0.66 -0.78 0.2599
N -2.21 -1.11 -0.53 -0.5133
H -1.98 -0.66 0.33 0.1745
H -3.00 -0.82 -1.06 0.1641
H -1.92 -2.07 -0.60 0.1736
```

Summary:
Kohn-Sham gap = 10.563 eV
E_LUMO = 1.124 eV
energy above the lowest of the compared OMol25 structures with the same formula, charge and spin = 31.78 kcal per mole

---

7.
DFT (ωB97M-V/def2-TZVPD) results for one molecule with the formula C3H4N2O2 at a distorted geometry.

XYZ file:
```
11
Properties=species:S:1:pos:R:3:mulliken_charge:R:1
N -1.90 -0.35 0.10 -0.4810
C -0.59 0.09 0.06 0.4120
C -0.02 1.31 0.18 -0.4694
O 1.39 1.13 0.15 -0.3227
C 1.50 -0.16 0.01 0.4784
O 2.52 -0.99 -0.07 -0.5557
N 0.39 -0.83 -0.06 -0.5085
H -2.06 -1.17 -0.47 0.2607
H -2.57 0.37 -0.08 0.2436
H -0.39 2.30 0.30 0.3899
H 1.74 -1.69 -0.13 0.5527
```

Summary:
Kohn-Sham gap = 9.166 eV
E_LUMO = 0.895 eV
energy above the lowest of the compared OMol25 structures with the same formula, charge and spin = 62.16 kcal per mole

---

| no. | E_tot (a.u.) |
| --- | --- |
| 1 | -2894.5702 |
| 2 | -3541.6970 |
| 3 | -2380.7711 |
| 4 | -316.4065 |
| 5 | -3130.2857 |
| 6 | -174.4024 |
| 7 | -376.6647 |